Entry 1:
The following is a DFT calculation (ωB97M-V/def2-TZVPD) of an isolated ion of composition C3H10FN3 and charge +2 in a non-equilibrium geometry.

Last column: natural (NBO) charge in e.
Cartesian coordinates (Å):
C (0.73, 0.36, -1.27)  -0.22
C (-1.63, 0.50, 0.58)  0.82
C (-0.19, -0.02, 0.00)  -0.13
N (-1.99, 0.77, 1.79)  -0.66
N (1.50, -0.85, -1.47)  -0.68
N (0.86, -0.26, 0.94)  -0.86
F (-2.62, 0.68, -0.26)  -0.22
H (-0.02, 0.76, -2.03)  0.28
H (-0.53, -0.95, -0.40)  0.23
H (-2.93, 1.14, 1.94)  0.48
H (-1.44, 0.63, 2.69)  0.49
H (0.92, -1.68, -1.60)  0.45
H (2.03, -0.92, -0.53)  0.49
H (2.01, -0.80, -2.29)  0.47
H (1.36, 1.18, -1.03)  0.26
H (1.08, 0.55, 1.53)  0.42
H (0.86, -1.09, 1.42)  0.40

Results
* net charge: +2
* molar mass: 107.1 g/mol
* lowest unoccupied orbital energy: -8.86 eV
* E_HOMO: -19.49 eV



Entry 2:
The following is a DFT calculation (ωB97M-V/def2-TZVPD) of a 2-piece molecular cluster, C3H10IN2P overall in a non-equilibrium geometry.

Last column: natural (NBO) charge in e.
Cartesian coordinates (Å):
C (-0.20, -0.96, 1.01)  -0.65
C (-0.84, 1.89, -0.30)  -0.46
C (0.76, 0.08, 0.43)  -0.22
N (-0.20, 0.01, -1.70)  -0.42
N (0.02, 0.80, -0.71)  -0.14
P (-2.75, -1.39, -1.33)  0.02
I (-4.17, -0.05, 0.07)  -0.13
H (-0.73, -1.44, 0.23)  0.24
H (0.19, -1.68, 1.64)  0.22
H (-1.06, -0.54, 1.49)  0.21
H (-0.52, 2.86, -0.79)  0.22
H (-1.93, 1.63, -0.67)  0.21
H (-0.91, 1.80, 0.78)  0.22
H (0.95, 0.80, 1.16)  0.19
H (1.74, -0.13, 0.07)  0.22
H (-0.96, 0.34, -2.29)  0.33
H (-3.00, -0.95, -2.61)  -0.06

Results
* molar mass: 232.0 g/mol
* lowest unoccupied orbital energy (alpha / beta): -0.97 / 0.28 eV
* E_HOMO (alpha / beta): -7.06 / -7.76 eV



Entry 3:
The following is a DFT calculation (ωB97M-V/def2-TZVPD) of a 2-piece molecular cluster, C3H10N overall in a non-equilibrium geometry.

Last column: natural (NBO) charge in e.
Cartesian coordinates (Å):
N (-2.42, -0.21, 0.65)  -0.90
H (-2.49, -0.15, -0.39)  0.47
H (-2.36, 0.73, 1.08)  0.46
H (-1.41, -0.49, 0.82)  0.47
H (-3.13, -0.77, 1.15)  0.47
C (2.12, 0.92, -0.35)  -0.66
C (1.03, -0.03, 0.07)  -0.11
C (0.38, -0.92, -0.68)  -0.51
H (1.64, 1.86, -0.36)  0.23
H (2.47, 0.72, -1.42)  0.23
H (2.93, 0.94, 0.35)  0.25
H (0.84, -0.02, 1.09)  0.17
H (0.00, -1.87, -0.26)  0.21
H (0.39, -0.73, -1.73)  0.22

Results
* net charge: +1
* molar mass: 60.1 g/mol
* lowest unoccupied orbital energy: -4.18 eV
* E_HOMO: -13.49 eV



Entry 4:
The following is a DFT calculation (ωB97M-V/def2-TZVPD) of C3H10N as an isolated structure in a non-equilibrium geometry.

Last column: natural (NBO) charge in e.
Cartesian coordinates (Å):
C (-1.91, 0.57, 0.43)  -0.65
C (-0.69, -0.25, 0.66)  -0.28
C (0.72, 0.30, -0.62)  -0.29
N (1.88, -0.60, -0.45)  -0.68
H (-2.21, 0.54, -0.61)  0.23
H (-2.72, 0.14, 1.02)  0.25
H (-1.78, 1.60, 0.74)  0.23
H (-0.81, -1.29, 0.40)  0.20
H (-0.21, -0.11, 1.62)  0.21
H (0.27, 0.22, -1.60)  0.23
H (0.95, 1.32, -0.35)  0.23
H (1.60, -1.58, -0.59)  0.45
H (2.28, -0.49, 0.49)  0.45
H (2.62, -0.38, -1.14)  0.45

Results
* net charge: +1
* molar mass: 60.1 g/mol
* lowest unoccupied orbital energy: -3.87 eV
* E_HOMO: -14.95 eV



Entry 5:
The following is a DFT calculation (ωB97M-V/def2-TZVPD) of one molecule with the formula C3H10N2 in a non-equilibrium geometry.

Last column: natural (NBO) charge in e.
Cartesian coordinates (Å):
N (-0.58, -1.51, -0.24)  -0.84
C (0.13, -0.27, -0.48)  -0.05
C (-0.51, 0.45, -1.65)  -0.63
C (0.38, 0.65, 0.80)  -0.23
N (0.88, -0.04, 1.93)  -0.88
H (-1.57, -1.35, -0.13)  0.36
H (-0.10, -1.91, 0.57)  0.37
H (1.15, -0.48, -0.79)  0.16
H (-0.15, 1.50, -1.70)  0.21
H (-0.46, 0.04, -2.65)  0.23
H (-1.60, 0.72, -1.59)  0.20
H (-0.68, 0.98, 0.95)  0.17
H (0.82, 1.62, 0.48)  0.16
H (0.61, 0.16, 2.87)  0.40
H (1.68, -0.57, 1.65)  0.37

Results
* molar mass: 74.1 g/mol
* lowest unoccupied orbital energy: 1.19 eV
* E_HOMO: -8.80 eV



Entry 6:
The following is a DFT calculation (ωB97M-V/def2-TZVPD) of a 2-piece molecular cluster, C3H10N2 overall in a non-equilibrium geometry.

Last column: natural (NBO) charge in e.
Cartesian coordinates (Å):
C (1.84, 0.88, 2.92)  -0.39
C (2.11, 0.21, 1.73)  -0.38
H (1.83, 1.95, 3.05)  0.20
H (1.45, 0.24, 3.75)  0.19
H (2.50, 0.65, 0.79)  0.20
H (2.26, -0.84, 1.84)  0.19
N (-1.55, -1.23, -2.35)  -0.85
C (-0.88, -0.06, -1.74)  -0.06
N (-1.07, 0.35, -0.31)  -0.87
H (-2.60, -1.07, -2.48)  0.36
H (-1.39, -2.11, -1.77)  0.36
H (-1.22, 0.82, -2.34)  0.18
H (0.16, -0.27, -1.78)  0.17
H (-1.22, -0.47, 0.32)  0.36
H (-1.83, 1.06, -0.19)  0.36

Results
* molar mass: 74.1 g/mol
* lowest unoccupied orbital energy: 1.12 eV
* E_HOMO: -8.98 eV



Entry 7:
The following is a DFT calculation (ωB97M-V/def2-TZVPD) of a 2-piece molecular cluster, C3H10N2 overall in a non-equilibrium geometry.

Last column: natural (NBO) charge in e.
Cartesian coordinates (Å):
C (-0.68, -1.25, -0.07)  -0.26
C (0.02, -0.47, 1.06)  -0.45
C (1.18, 0.32, 0.30)  -0.22
N (0.67, 1.64, -0.06)  -0.87
N (-1.09, -0.30, -1.20)  -0.74
H (0.11, -1.95, -0.38)  0.19
H (-1.51, -1.90, 0.29)  0.18
H (-0.52, 0.34, 1.64)  0.23
H (0.55, -1.17, 1.74)  0.22
H (1.56, -0.16, -0.61)  0.18
H (1.96, 0.35, 1.07)  0.18
H (1.31, 2.10, -0.66)  0.35
H (-1.52, 0.63, 0.31)  0.24
H (-1.92, -0.61, -1.71)  0.35
H (-0.17, 1.37, -0.67)  0.40

Results
* molar mass: 74.1 g/mol
* lowest unoccupied orbital energy: -0.38 eV
* E_HOMO: -9.02 eV



Entry 8:
The following is a DFT calculation (ωB97M-V/def2-TZVPD) of a 2-piece molecular cluster, C3H10N2 overall in a non-equilibrium geometry.

Last column: natural (NBO) charge in e.
Cartesian coordinates (Å):
C (-3.69, -1.85, -1.40)  -0.39
C (-2.99, -1.09, -2.29)  -0.40
H (-3.77, -1.82, -0.29)  0.21
H (-4.33, -2.59, -1.79)  0.19
H (-2.38, -0.22, -2.24)  0.19
H (-2.81, -1.25, -3.45)  0.20
N (3.56, 0.66, 1.40)  -0.89
C (2.24, 1.47, 1.17)  -0.07
N (0.98, 0.82, 1.35)  -0.88
H (3.53, -0.22, 0.97)  0.35
H (3.92, 0.57, 2.40)  0.35
H (2.37, 2.45, 1.61)  0.19
H (2.47, 1.78, 0.09)  0.18
H (0.55, 0.34, 0.41)  0.38
H (0.37, 0.96, 2.07)  0.38

Results
* molar mass: 74.1 g/mol
* lowest unoccupied orbital energy: 0.82 eV
* E_HOMO: -8.78 eV



Q: Look up the molar mass of the third one.
A: 60.1 g/mol